Entry 1:
Entry from the OMol25 dataset: the ion C9H16N5 with charge +1 at a distorted geometry (wB97M-V/def2-TZVPD).

Each line ends with the natural charge from an NBO analysis.
Cartesian coordinates (Å):
N (1.68, 0.61, 0.72)  -0.389
N (0.13, 2.38, -0.03)  -0.436
N (0.39, -1.49, 1.10)  -0.449
N (-1.51, 1.18, -1.56)  -0.530
N (-0.41, -0.89, -1.68)  -0.343
C (1.24, -0.75, 0.23)  0.004
C (-0.68, -0.69, 1.66)  -0.436
C (1.15, -2.42, 1.97)  -0.431
C (-0.23, 3.79, 0.17)  -0.420
C (0.64, -0.44, -1.08)  0.238
C (-0.46, 1.64, -0.92)  0.454
C (-1.37, -0.08, -2.15)  0.110
C (1.19, 1.75, 0.76)  0.307
C (-0.31, -2.23, -2.18)  -0.418
H (0.24, 4.44, -0.55)  0.231
H (1.47, -3.23, 1.41)  0.201
H (-1.33, 3.89, 0.17)  0.219
H (-1.35, -0.21, 0.94)  0.198
H (0.47, -2.82, 2.77)  0.223
H (-1.43, -1.37, 2.23)  0.231
H (0.10, 4.02, 1.20)  0.229
H (-0.34, 0.15, 2.40)  0.187
H (2.06, -2.17, 2.62)  0.210
H (2.04, -1.39, 0.06)  0.225
H (-2.24, -0.31, -2.78)  0.230
H (0.27, -2.84, -1.37)  0.258
H (0.51, -2.16, -3.04)  0.237
H (-1.24, -2.51, -2.62)  0.240
H (1.64, 2.43, 1.39)  0.193
H (-2.31, 1.74, -1.83)  0.426

Results
strongest force on any atom = 6.09 eV/Å
frontier orbital gap (spin up / spin down) = 7.91 / 7.91 eV
net charge = +1
lowest unoccupied orbital energy (spin up / spin down) = -3.5 / -3.5 eV
ΔE to the lowest compared entry with this formula, charge and spin = 6.467 eV



Entry 2:
Entry from the OMol25 dataset: an isolated molecule of C5H8N2O at a distorted geometry (wB97M-V/def2-TZVPD).

Each line ends with the natural charge from an NBO analysis.
Cartesian coordinates (Å):
O (-2.19, 1.19, 0.04)  -0.519
N (0.72, 1.24, 1.08)  -0.816
N (-1.39, -0.75, -1.00)  -0.814
C (0.96, 1.18, -1.28)  -0.175
C (0.37, -1.03, -0.11)  -0.009
C (0.39, 0.63, -0.16)  -0.061
C (-1.42, 0.42, -0.44)  0.789
C (0.26, -1.66, 1.08)  -0.603
H (0.94, -1.48, -0.91)  0.218
H (0.74, -2.61, 1.23)  0.223
H (0.49, 0.65, 1.87)  0.385
H (-2.18, -1.39, -1.00)  0.393
H (-0.38, -1.29, 1.88)  0.194
H (0.27, 2.14, 1.18)  0.381
H (0.70, 0.80, -2.26)  0.210
H (1.72, 1.95, -1.21)  0.208

Results
strongest force on any atom = 2.76 eV/Å
frontier orbital gap (spin up / spin down) = 6.24 / 6.24 eV
lowest unoccupied orbital energy (spin up / spin down) = -1.4 / -1.4 eV
ΔE to the lowest compared entry with this formula, charge and spin = 5.481 eV



Entry 3:
Entry from the OMol25 dataset: a cluster of 2 separate species, C9H13NO in total at a distorted geometry (wB97M-V/def2-TZVPD).

Each line ends with the natural charge from an NBO analysis.
Cartesian coordinates (Å):
O (1.23, -1.42, 0.94)  -0.654
N (1.42, 0.09, -0.74)  -0.628
C (-1.04, -0.74, 1.19)  -0.203
C (-1.20, 1.62, -0.22)  -0.240
C (-0.11, 0.25, 1.42)  -0.191
C (2.43, 0.90, -0.09)  -0.427
C (-2.12, 0.60, -0.46)  -0.249
C (-0.20, -1.70, -0.99)  -0.715
C (-2.09, -0.59, 0.29)  -0.251
C (0.88, -1.00, -0.15)  0.718
C (-0.17, 1.46, 0.71)  -0.235
H (2.12, 1.92, 0.08)  0.194
H (-0.40, -1.22, -1.97)  0.209
H (-2.96, 0.75, -1.10)  0.210
H (3.36, 0.90, -0.69)  0.201
H (2.65, 0.44, 0.87)  0.234
H (-1.15, -1.72, -0.41)  0.261
H (-2.74, -1.42, 0.10)  0.221
H (-1.38, 2.49, -0.81)  0.212
H (0.09, -2.73, -1.16)  0.232
H (-0.93, -1.68, 1.75)  0.236
H (0.67, 0.11, 2.17)  0.245
H (1.06, 0.46, -1.63)  0.406
H (0.58, 2.24, 0.92)  0.212

Results
strongest force on any atom = 3.53 eV/Å
frontier orbital gap = 9.08 eV
lowest unoccupied orbital energy = 0.8 eV
SMILES = CNC(C)=O.c1ccccc1
ΔE to the lowest compared entry with this formula, charge and spin = 3.891 eV



Entry 4:
Entry from the OMol25 dataset: a structure of composition C49H50ClN4O6Ti (wB97M-V/def2-TZVPD).

Each line ends with the Mulliken charge.
Cartesian coordinates (Å):
Ti (-0.93, 0.71, -0.17)  0.032
Cl (-3.21, 0.09, 1.80)  1.338
O (-4.02, 1.23, 1.43)  -0.599
O (-1.86, 2.28, -0.63)  0.500
O (-2.45, -0.32, 0.45)  -0.470
O (-4.03, -1.07, 2.08)  -0.615
O (-1.55, 4.47, -0.31)  -0.596
O (-0.61, 1.55, 1.50)  -0.926
N (0.56, -0.40, 0.57)  1.151
N (0.79, -2.32, -0.79)  1.711
N (1.42, -1.33, -0.04)  0.707
N (-0.46, 0.19, -2.07)  1.865
C (0.86, -3.06, -3.18)  0.145
C (4.59, -0.97, -1.94)  -0.961
C (-2.31, 1.02, -3.45)  1.838
C (0.11, 0.90, 2.42)  0.399
C (-0.72, -4.18, -0.44)  0.785
C (0.59, -2.44, -4.42)  -0.877
C (1.59, -0.98, 2.77)  -0.696
C (4.37, 0.87, -0.44)  -0.623
C (1.32, 2.82, -1.40)  -1.598
C (1.19, 2.57, -2.90)  0.212
C (1.26, -4.38, -5.64)  -1.022
C (2.19, 1.53, -3.40)  -1.898
C (-2.10, 3.07, -4.70)  -1.656
C (-1.00, 1.18, -2.98)  -0.273
C (3.15, 0.38, -0.01)  -1.110
C (0.04, -6.26, 0.51)  -1.563
C (-2.26, 3.49, -0.35)  -0.561
C (5.11, 0.20, -1.41)  -1.175
C (-0.82, 3.22, -4.22)  -1.346
C (1.27, -5.68, 0.78)  -0.332
C (1.55, -4.37, 0.42)  0.688
C (2.97, -3.88, 0.68)  1.651
C (3.42, -4.17, 2.12)  -1.930
C (3.96, -4.52, -0.30)  -1.713
C (-1.90, -3.41, -1.01)  2.542
C (1.51, -5.00, -4.44)  -1.466
C (-2.27, -3.89, -2.42)  -1.228
C (-0.94, -5.51, -0.10)  -0.536
C (0.55, -3.61, -0.23)  -0.757
C (-3.12, -3.53, -0.09)  -1.784
C (0.98, 0.47, 4.61)  -0.678
C (1.32, -4.35, -3.19)  0.101
C (-2.85, 1.97, -4.31)  -0.549
C (-3.19, -0.16, -3.05)  1.747
C (-0.24, 2.30, -3.35)  1.335
C (0.79, -0.23, 1.93)  0.155
C (0.20, 1.25, 3.76)  -0.872
C (3.37, -1.47, -1.52)  0.336
C (0.11, -1.12, -4.21)  0.647
C (0.52, -2.08, -2.14)  -1.416
C (2.63, -0.80, -0.55)  1.543
C (0.78, -3.04, -5.65)  1.280
C (-3.65, -0.95, -4.28)  -1.820
C (-0.15, -0.38, -5.33)  0.272
C (-4.40, 0.31, -2.24)  -1.760
C (0.04, -0.93, -2.72)  -0.594
C (0.04, -0.96, -6.62)  -1.084
C (1.67, -0.63, 4.12)  -0.666
C (0.49, -2.25, -6.79)  -1.380
H (-3.86, 1.85, -4.67)  0.359
H (2.04, -6.27, 1.26)  0.284
H (-3.55, -4.54, -0.14)  0.460
H (-0.23, 4.09, -4.51)  0.353
H (0.58, 3.52, -1.03)  0.308
H (1.87, -6.02, -4.44)  0.466
H (-2.49, -4.96, -2.41)  0.450
H (-2.88, -3.30, 0.94)  0.362
H (2.32, 3.20, -1.18)  0.608
H (-1.91, -5.94, -0.28)  0.350
H (2.60, 0.91, 0.76)  0.314
H (4.96, -4.13, -0.13)  0.404
H (3.21, 1.86, -3.18)  0.563
H (1.42, -4.90, -6.57)  0.393
H (-4.98, -0.54, -1.90)  0.379
H (4.75, 1.79, 0.00)  0.429
H (-5.05, 0.95, -2.85)  0.358
H (2.67, -3.85, 2.85)  0.379
H (2.28, -1.23, 4.79)  0.446
H (5.14, -1.50, -2.71)  0.465
H (-4.30, -1.77, -3.98)  0.545
H (-1.47, -3.71, -3.14)  0.048
H (-4.22, -0.32, -4.97)  0.390
H (1.51, -4.90, -2.28)  0.692
H (3.69, -4.32, -1.33)  0.372
H (0.62, -2.65, -7.79)  0.392
H (3.99, -5.61, -0.16)  0.359
H (-3.90, -2.83, -0.41)  0.285
H (-1.64, -2.35, -1.05)  -1.475
H (3.60, -5.24, 2.28)  0.477
H (2.11, 1.37, -4.47)  0.435
H (-2.80, -1.37, -4.83)  0.225
H (-0.51, 0.64, -5.30)  0.357
H (6.06, 0.60, -1.75)  0.378
H (-3.34, 3.54, -0.16)  0.379
H (4.35, -3.65, 2.33)  0.374
H (-0.14, -7.30, 0.77)  0.385
H (3.01, -2.81, 0.55)  -0.438
H (-2.61, -0.83, -2.42)  -1.352
H (1.05, 0.73, 5.66)  0.376
H (-0.17, -0.35, -7.49)  0.479
H (3.00, -2.38, -1.96)  -0.024
H (2.06, 0.57, -2.90)  0.406
H (2.13, -1.83, 2.38)  0.084
H (-0.34, 2.11, 4.11)  0.518
H (1.45, 3.51, -3.39)  0.774
H (-3.17, -3.37, -2.76)  0.374
H (-2.53, 3.81, -5.36)  0.377
H (1.24, 1.88, -0.84)  0.569
H (-4.09, 0.88, -1.36)  0.260

Results
strongest force on any atom = 0.28 eV/Å
frontier orbital gap = 6.44 eV
net charge = -1
lowest unoccupied orbital energy = 1.9 eV
ΔE to the lowest compared entry with this formula, charge and spin = 0.013 eV



Entry 5:
Entry from the OMol25 dataset: a structure of composition LiN3O9 at a distorted geometry (wB97M-V/def2-TZVPD).

Each line ends with the natural charge from an NBO analysis.
Cartesian coordinates (Å):
O (6.55, 9.74, -4.00)  -0.625
O (2.49, 11.65, -0.78)  -0.584
O (3.98, 12.68, -1.69)  -0.546
O (1.39, 8.75, -2.47)  -0.536
O (7.67, 9.49, -2.24)  -0.544
O (5.66, 8.72, -2.20)  -0.524
O (3.36, 10.98, -2.57)  -0.576
O (1.51, 9.74, -4.28)  -0.597
O (-0.11, 10.09, -3.14)  -0.598
N (1.01, 9.62, -3.25)  0.745
N (6.61, 9.31, -2.84)  0.708
N (3.18, 11.85, -1.80)  0.724
Li (3.99, 10.78, -4.81)  0.953

Results
strongest force on any atom = 10.00 eV/Å
frontier orbital gap = 5.31 eV
net charge = -2
lowest unoccupied orbital energy = 4.0 eV
ΔE to the lowest compared entry with this formula, charge and spin = 4.297 eV



Entry 6:
Entry from the OMol25 dataset: a structure of composition C5H10O2 at a distorted geometry (wB97M-V/def2-TZVPD).

Each line ends with the natural charge from an NBO analysis.
Cartesian coordinates (Å):
O (0.62, 0.64, -1.95)  -0.624
O (-1.24, 0.51, -0.06)  -0.556
C (0.67, -1.31, 0.22)  -0.666
C (-1.88, -0.29, -1.08)  -0.277
C (1.05, 0.78, 1.60)  -0.653
C (0.40, 1.04, -0.82)  0.395
C (0.40, 0.16, 0.36)  0.255
H (1.31, 0.07, 2.40)  0.224
H (-2.85, 0.17, -1.36)  0.202
H (1.72, -1.56, 0.43)  0.237
H (0.44, -1.64, -0.79)  0.245
H (0.45, 1.59, 2.02)  0.241
H (0.22, 2.10, -0.53)  0.128
H (-2.09, -1.28, -0.68)  0.174
H (0.07, -1.84, 0.96)  0.229
H (2.01, 1.23, 1.29)  0.236
H (-1.30, -0.37, -2.01)  0.210

Results
strongest force on any atom = 1.46 eV/Å
frontier orbital gap = 10.00 eV
lowest unoccupied orbital energy = 0.8 eV
ΔE to the lowest compared entry with this formula, charge and spin = 3.308 eV



Entry 7:
Entry from the OMol25 dataset: a structure of composition C10H9LaN2O5Se at a distorted geometry (wB97M-V/def2-TZVPD).

Each line ends with the Mulliken charge.
Cartesian coordinates (Å):
La (0.02, 0.33, 0.70)  1.581
Se (-0.14, -1.15, 3.26)  -0.146
O (-0.11, -1.01, -2.86)  -0.254
O (3.24, -0.10, -0.94)  -0.106
O (-0.03, 3.78, -0.39)  -0.118
O (-3.19, -0.16, -1.03)  -0.103
O (0.02, -3.36, -0.75)  -0.152
N (1.28, 1.13, 4.38)  0.251
N (-0.88, 1.49, 4.36)  0.213
C (-0.02, 2.70, 0.03)  0.174
C (-2.23, -0.08, -0.38)  0.249
C (0.02, -2.35, -0.19)  0.140
C (0.08, 0.58, 3.99)  -0.349
C (-2.32, 1.30, 4.12)  -0.884
C (2.27, -0.03, -0.29)  0.287
C (-0.28, 2.59, 4.98)  -0.476
C (-0.03, -0.33, -1.90)  -0.231
C (2.60, 0.51, 4.14)  -0.745
C (1.06, 2.37, 4.98)  -0.356
H (-2.84, 1.23, 5.09)  0.336
H (-2.49, 0.37, 3.55)  0.303
H (-2.71, 2.18, 3.58)  0.371
H (-0.88, 3.41, 5.34)  0.495
H (2.85, 0.54, 3.06)  0.236
H (1.86, 2.98, 5.34)  0.452
H (3.33, 1.07, 4.75)  0.313
H (2.56, -0.54, 4.48)  0.376
H (0.11, 0.86, -1.88)  0.143

Results
strongest force on any atom = 7.98 eV/Å
frontier orbital gap (spin up / spin down) = 5.27 / 5.27 eV
net charge = +2
lowest unoccupied orbital energy (spin up / spin down) = -9.4 / -9.4 eV



Entry 8:
Entry from the OMol25 dataset: an isolated molecule of C4H7NO at a distorted geometry (wB97M-V/def2-TZVPD).

Each line ends with the natural charge from an NBO analysis.
Cartesian coordinates (Å):
O (-0.96, 2.41, -1.00)  -0.567
N (-1.72, 0.28, -0.43)  -0.637
C (-0.81, -0.66, 0.19)  -0.216
C (0.39, 0.10, -0.34)  -0.307
C (1.67, -0.22, 0.50)  -0.619
C (-0.78, 1.28, -0.63)  0.709
H (1.41, -0.61, 1.50)  0.207
H (-0.87, -0.62, 1.28)  0.177
H (0.59, -0.22, -1.37)  0.217
H (2.37, 0.59, 0.62)  0.227
H (-2.68, 0.41, -0.17)  0.399
H (2.22, -1.05, 0.02)  0.217
H (-0.83, -1.69, -0.17)  0.191

Results
strongest force on any atom = 1.29 eV/Å
frontier orbital gap = 10.65 eV
lowest unoccupied orbital energy = 0.9 eV
SMILES = C[C@H]1CNC1=O
ΔE to the lowest compared entry with this formula, charge and spin = 1.670 eV



The lowest strongest force on any atom belongs to which entry?
C49H50ClN4O6Ti



Look up the strongest force on any atom of the fourth one.
0.28 eV/Å



The highest strongest force on any atom belongs to which entry?
LiN3O9